Arrangement w

{
  "formula": "C4H30N2O12",
  "method": "the ωB97M-V functional and the def2-TZVPD basis",
  "species": ["N", "C", "C", "O", "N", "C", "C", "O", "H", "H", "H", "H", "H", "H", "H", "H", "H", "H", "O", "H", "H", "O", "H", "H", "O", "H", "H", "O", "H", "H", "O", "H", "H", "O", "H", "H", "O", "H", "H", "O", "H", "H", "O", "H", "H", "O", "H", "H"],
  "positions_angstrom": [[1.93443, 1.25371, -1.37491], [1.33796, 2.16323, -0.39207], [0.78154, 1.66777, 0.76828], [0.99354, 0.51298, 1.28303], [0.07312, 2.54665, 1.64438], [-0.87599, 3.53740, 0.98666], [-1.89374, 2.94898, 0.02342], [-1.59439, 3.16468, -1.37226], [2.65111, 0.68065, -0.94063], [2.32305, 1.77764, -2.13995], [1.28893, 0.61473, -1.84881], [1.51702, 3.20264, -0.58271], [-0.47072, 1.92338, 2.22581], [-1.34915, 3.89520, 1.90331], [-0.17196, 4.25984, 0.59002], [-2.86173, 3.44733, 0.00167], [-2.00565, 1.88267, 0.20509], [-0.65020, 3.00882, -1.55894], [1.67720, -3.27086, -0.97346], [1.83616, -2.66918, -0.21479], [0.70528, -3.45199, -0.89197], [-0.96932, 1.15417, -2.98656], [-1.10196, 0.61176, -2.18502], [-1.55838, 1.90938, -2.77755], [-1.67657, -0.28176, 1.98118], [-1.18154, -1.09357, 1.95772], [-1.75433, -0.14203, 1.03935], [-2.23059, -0.68662, -1.34789], [-3.15997, -0.81336, -1.45519], [-1.89476, -1.39534, -1.91890], [0.18811, -1.43435, 3.92481], [-0.10269, -0.54520, 3.76298], [0.85868, -1.30720, 4.60944], [-0.74048, -3.04140, -2.90995], [-1.68251, -3.15600, -2.97474], [-0.39830, -3.88257, -2.62621], [0.81390, -2.08778, 1.10975], [0.82761, -1.10260, 1.11942], [1.32886, -2.41867, 1.85021], [1.99856, 0.60858, 3.78723], [1.49878, 0.26845, 3.03380], [2.35408, 1.41494, 3.41801], [2.01011, -1.08966, -2.74357], [1.40048, -1.18102, -3.50106], [1.83664, -1.95306, -2.28376], [-0.83890, -3.82239, -0.07690], [-0.35994, -3.04877, 0.33539], [-0.71140, -4.58019, 0.51686]],
  "total_charge": 0,
  "homo_lumo_gap_ev": 8.25,
  "smiles": "[NH3+]/C=C(\\[O-])NCCO.O.O.O.O.O.O.O.O.O.O",
  "homo_energy_ha": -0.29848
}


Arrangement x

{
  "formula": "C4H30N2O12",
  "method": "the ωB97M-V functional and the def2-TZVPD basis",
  "species": ["C", "C", "C", "O", "N", "C", "N", "O", "H", "H", "H", "H", "H", "H", "H", "H", "H", "H", "O", "H", "H", "O", "H", "H", "O", "H", "H", "O", "H", "H", "O", "H", "H", "O", "H", "H", "O", "H", "H", "O", "H", "H", "O", "H", "H", "O", "H", "H"],
  "positions_angstrom": [[1.36024, -0.34511, -3.12390], [0.39823, -0.54163, -1.88935], [-0.78364, -1.39644, -2.31700], [-1.71794, -1.37651, -1.30960], [-0.12033, 0.71702, -1.30346], [0.37468, 1.28096, -0.12676], [0.09217, 2.68138, 0.00553], [0.81433, 0.58016, 0.78208], [1.85972, -1.26768, -3.35326], [0.96571, -0.16770, -4.06190], [2.07466, 0.43012, -2.90011], [1.02927, -1.06948, -1.05583], [-1.31781, -0.86080, -3.15281], [-0.58238, -2.47328, -2.59942], [-1.20359, -1.62878, -0.44261], [-0.68681, 1.41009, -1.78885], [-0.09613, 2.92505, 0.96748], [-0.46829, 3.21860, -0.64390], [-3.84123, 1.96500, -0.35616], [-4.68210, 1.63380, -0.76365], [-3.60596, 1.31745, 0.28641], [1.50413, 1.95074, 3.31726], [2.40461, 1.68824, 3.59972], [1.38603, 1.73793, 2.30381], [-1.58546, 2.81903, -2.18260], [-2.11463, 3.13155, -3.04176], [-2.27570, 2.18820, -1.75230], [-0.30847, -1.24774, 2.46419], [0.28344, -1.82424, 2.02832], [-0.04409, -0.26250, 2.23577], [-2.42983, 0.12111, 1.43011], [-1.67555, -0.48892, 1.13606], [-2.57876, -0.35113, 2.32653], [-0.10985, 3.83532, 2.74770], [-0.85051, 3.28344, 3.03106], [0.60144, 3.41375, 3.21862], [-1.82014, -3.77664, 0.25630], [-1.53280, -3.92815, -0.54749], [-1.05749, -3.77440, 0.80937], [2.19761, -1.57960, 0.84830], [1.47096, -0.92265, 0.70411], [2.42722, -1.30138, 1.71570], [0.71398, -3.59028, 1.50458], [1.37341, -4.26400, 1.93381], [1.29794, -3.08210, 1.00790], [4.43495, -0.55737, -0.68415], [4.77308, 0.34403, -0.86323], [3.65171, -0.59444, -0.40063]],
  "total_charge": 0,
  "homo_lumo_gap_ev": 10.12,
  "smiles": "C[C@H](CO)NC(N)=O.O.O.O.O.O.O.O.O.O.O",
  "homo_energy_ha": -0.36315
}


Which structure is the least stable? The one labeled arrangement x.


Arrangement w

{
  "formula": "C7H17NO2",
  "method": "the ωB97M-V functional and the def2-TZVPD basis",
  "species": ["C", "C", "C", "C", "N", "C", "O", "C", "C", "O", "H", "H", "H", "H", "H", "H", "H", "H", "H", "H", "H", "H", "H", "H", "H", "H", "H"],
  "positions_angstrom": [[3.15518, -0.42260, 0.42186], [1.71026, -0.42553, 0.90368], [0.62360, -0.02490, -0.21814], [0.60319, -1.07102, -1.33079], [0.87330, 1.31739, -0.70312], [-0.68182, 0.04259, 0.59041], [-0.58723, 1.07341, 1.53884], [-1.99442, 0.28821, -0.32086], [-3.17865, 0.68850, 0.55567], [-2.31037, -0.84706, -1.10172], [3.46721, 0.57262, 0.10993], [3.29987, -1.11263, -0.40671], [3.81237, -0.72472, 1.23598], [1.62752, 0.24211, 1.76192], [1.45635, -1.42927, 1.24968], [0.48066, -2.06804, -0.91496], [1.53823, -1.03744, -1.88723], [-0.22644, -0.89412, -2.01000], [0.38264, 1.49283, -1.57236], [1.85712, 1.50858, -0.84183], [-0.85826, -0.89743, 1.12504], [-0.27116, 1.84676, 1.04495], [-1.79704, 1.08567, -1.04424], [-2.95479, 1.60504, 1.09358], [-3.38569, -0.09370, 1.28616], [-4.06378, 0.84097, -0.05990], [-2.57785, -1.55620, -0.50582]],
  "total_charge": 0,
  "homo_lumo_gap_ev": 10.11,
  "smiles": "CC[C@](C)(N)[C@@H](O)[C@H](C)O",
  "homo_energy_ha": -0.33902
}


Arrangement x

{
  "formula": "C7H17NO2",
  "method": "the ωB97M-V functional and the def2-TZVPD basis",
  "species": ["C", "C", "C", "C", "O", "H", "H", "H", "H", "H", "H", "H", "H", "H", "H", "C", "C", "C", "O", "N", "H", "H", "H", "H", "H", "H", "H"],
  "positions_angstrom": [[1.54300, 0.81694, 0.03044], [-0.52308, 0.92373, 1.07956], [2.17071, 1.90491, 0.86937], [1.32914, 1.03635, -1.32177], [-1.24813, 1.74458, 0.21422], [-0.66327, 1.93110, -0.54639], [1.82163, -0.18455, 0.32985], [0.08393, 1.46928, 1.79849], [-1.20784, 0.36950, 1.71621], [3.23382, 1.98359, 0.62148], [2.10337, 1.69826, 1.93906], [1.70710, 2.87589, 0.67757], [1.51667, 0.23595, -2.02853], [-0.20226, 0.01779, -1.63469], [1.39448, 2.04241, -1.72406], [-0.01872, -2.16396, 0.06369], [-2.38805, -1.32175, 0.49964], [-1.07316, -1.10896, -0.18408], [1.02617, -2.20022, -0.88609], [-1.08744, -0.52678, -1.39459], [0.63769, -2.33952, -1.75801], [-1.88591, 0.08450, -1.52570], [-0.53082, -3.13995, 0.11169], [0.44287, -2.00875, 1.03977], [-2.93654, -0.38063, 0.56366], [-2.24818, -1.71716, 1.50637], [-2.99719, -2.04253, -0.05714]],
  "total_charge": 0,
  "homo_lumo_gap_ev": [7.39, 7.39],
  "homo_energy_ha": [-0.25063, -0.25069]
}


Which structure is the least stable? The one labeled arrangement x.


Arrangement w

{
  "formula": "C16H17N",
  "method": "the ωB97M-V functional and the def2-TZVPD basis",
  "species": ["C", "C", "C", "C", "C", "C", "C", "C", "C", "N", "H", "H", "H", "H", "H", "H", "H", "H", "H", "C", "C", "C", "C", "C", "C", "C", "H", "H", "H", "H", "H", "H", "H", "H"],
  "positions_angstrom": [[0.70415, 0.20629, 2.36888], [-1.22972, 1.65544, 1.53015], [0.07261, 1.35349, 1.65096], [-0.18202, 3.23671, 0.33331], [0.80808, 2.36916, 0.90024], [0.12344, 4.30537, -0.55375], [2.11556, 2.65240, 0.62830], [1.43042, 4.47084, -0.93387], [2.40872, 3.73044, -0.24536], [-1.37621, 2.83156, 0.75424], [-2.05948, 1.15089, 1.99826], [-2.22495, 3.08440, 0.25321], [1.65940, -0.02470, 1.89739], [0.05476, -0.65624, 2.28331], [-0.68485, 4.84907, -1.04111], [2.90430, 1.99640, 0.96717], [1.71196, 5.27067, -1.60427], [3.43502, 4.05590, -0.33062], [0.90593, 0.47183, 3.40737], [-0.11566, -3.44114, 1.14494], [-0.05145, -3.46392, -2.63956], [0.32295, -3.65725, -1.31618], [-1.25245, -2.84208, -2.92591], [-0.48289, -3.20305, -0.28779], [-2.07618, -2.38558, -1.90023], [-1.69103, -2.57269, -0.58929], [0.57111, -3.82669, -3.45043], [1.25253, -4.16248, -1.07390], [-1.51610, -2.66507, -3.95725], [-3.01493, -1.92580, -2.19663], [-0.35494, -2.59614, 1.78753], [0.92396, -3.70970, 1.31088], [-2.35687, -2.33123, 0.23458], [-0.73517, -4.22706, 1.59543]],
  "s2": 0.780,
  "total_charge": 1,
  "homo_lumo_gap_ev": [7.58, 3.86],
  "multiplicity": 2,
  "homo_energy_ha": [-0.40946, -0.40946]
}


Arrangement x

{
  "formula": "C16H17N",
  "method": "the ωB97M-V functional and the def2-TZVPD basis",
  "species": ["C", "C", "C", "C", "C", "C", "C", "C", "C", "N", "H", "H", "H", "H", "H", "H", "H", "H", "H", "C", "C", "C", "C", "C", "C", "C", "H", "H", "H", "H", "H", "H", "H", "H"],
  "positions_angstrom": [[-0.24048, -2.70952, 3.25039], [-0.59906, -0.26322, 2.64341], [0.31458, -1.39785, 2.95780], [0.21338, 0.73882, 2.13084], [1.56889, -1.07846, 2.55732], [-1.92884, 0.02275, 2.77006], [-2.53667, 1.22610, 2.37318], [-1.65438, 2.26743, 1.91467], [-0.25230, 2.05570, 1.82502], [1.51006, 0.30785, 2.04792], [-2.51003, -0.73937, 3.27714], [-3.55598, 1.56506, 2.52905], [-2.10834, 3.22891, 1.93990], [0.35680, -3.47924, 3.69805], [-0.69624, -2.92476, 2.24108], [2.52970, -1.58893, 2.44464], [2.17276, 1.02462, 1.78766], [0.44459, 2.84342, 1.58321], [-1.00928, -2.67623, 4.02756], [2.72358, -0.12218, -2.91212], [0.44359, -1.04932, -3.37376], [1.22841, 0.02322, -2.98355], [-0.90608, -0.91066, -3.60015], [-1.55514, 0.28811, -3.33862], [0.61971, 1.30407, -2.88168], [-0.76720, 1.39251, -2.98998], [0.88855, -2.05421, -3.29740], [-1.53438, -1.69276, -4.14251], [3.03362, -0.84754, -3.68861], [3.05854, -0.39457, -1.90210], [-2.55870, 0.45364, -3.69750], [1.32672, 2.13676, -2.95765], [-1.33125, 2.33964, -2.87597], [3.31085, 0.71021, -3.35730]],
  "s2": 0.786,
  "total_charge": 1,
  "homo_lumo_gap_ev": [7.75, 3.99],
  "multiplicity": 2,
  "homo_energy_ha": [-0.41474, -0.41474]
}


Arrangement y

{
  "formula": "C16H17N",
  "method": "the ωB97M-V functional and the def2-TZVPD basis",
  "species": ["C", "C", "C", "C", "C", "C", "C", "C", "C", "N", "H", "H", "H", "H", "H", "H", "H", "H", "H", "C", "C", "C", "C", "C", "C", "C", "H", "H", "H", "H", "H", "H", "H", "H"],
  "positions_angstrom": [[-0.69913, 4.67760, -1.60963], [1.60667, 1.82028, -0.94350], [0.41588, 2.53568, -0.76513], [0.49879, 3.77466, -1.52764], [1.71854, 3.67258, -2.19266], [0.81072, 0.11038, 0.54409], [1.83547, 0.64712, -0.28600], [-0.44872, 0.68844, 0.50749], [-0.63308, 1.97490, -0.02553], [2.41624, 2.59799, -1.81253], [1.06266, -0.77376, 1.10941], [2.75171, 0.07392, -0.30853], [-1.32731, 0.26363, 0.97207], [-1.57002, 2.48981, 0.12032], [3.13814, 2.13053, -2.35065], [2.13415, 4.35673, -2.91867], [-0.40568, 5.71632, -1.63445], [-1.39801, 4.41983, -0.83461], [-1.06761, 4.49355, -2.63019], [-3.16220, -2.81402, 2.25469], [-0.50507, -3.30513, -0.40741], [-1.73318, -3.06097, 0.23495], [0.63510, -3.59821, 0.31260], [-1.85397, -3.17706, 1.60984], [0.53648, -3.40060, 1.72174], [-0.66681, -3.37162, 2.36307], [-0.45439, -3.32590, -1.48342], [-2.57720, -2.73433, -0.35638], [1.62706, -3.77680, -0.06913], [1.47309, -3.41495, 2.27263], [-3.98788, -2.70071, 1.55839], [-3.12527, -1.82366, 2.72720], [-0.75676, -3.51225, 3.43416], [-3.25527, -3.51213, 3.09418]],
  "s2": 0.771,
  "total_charge": 1,
  "homo_lumo_gap_ev": [7.76, 4.35],
  "multiplicity": 2,
  "homo_energy_ha": [-0.41326, -0.41319]
}


Arrangement z

{
  "formula": "C16H17N",
  "method": "the ωB97M-V functional and the def2-TZVPD basis",
  "species": ["C", "C", "C", "C", "C", "C", "C", "H", "H", "H", "H", "H", "H", "H", "H", "C", "C", "C", "C", "C", "C", "C", "C", "C", "N", "H", "H", "H", "H", "H", "H", "H", "H", "H"],
  "positions_angstrom": [[-3.86150, 1.83826, -4.32690], [-0.97027, -0.29368, -2.14522], [-0.94151, 1.07643, -2.12049], [-1.83790, -1.03602, -2.96544], [-1.88706, 1.79566, -2.84696], [-2.92673, -0.34554, -3.52396], [-2.86534, 1.03830, -3.50039], [-0.18679, -0.91394, -1.71034], [-0.25889, 1.65130, -1.51067], [-1.60217, -2.08815, -3.03057], [-1.83190, 2.87334, -2.86370], [-3.65175, -1.03660, -3.92128], [-4.34462, 2.62799, -3.73720], [-4.67371, 1.21249, -4.67720], [-3.44477, 2.37619, -5.17865], [4.09257, -2.15388, 2.82250], [2.11810, -0.49807, 2.36463], [2.82125, -1.51248, 3.07071], [0.91234, -0.22214, 3.06804], [2.05250, -1.75576, 4.21592], [1.24233, 0.91192, 0.60438], [0.05628, 1.19220, 1.31967], [2.28589, 0.25065, 1.20682], [-0.15908, 0.45007, 2.47692], [0.90820, -1.07118, 4.21909], [1.31776, 1.29516, -0.40068], [-0.69328, 1.81623, 0.85869], [3.16966, 0.07050, 0.59317], [-1.02135, 0.60650, 3.10665], [4.22448, -3.12322, 3.29220], [4.78934, -1.44771, 3.32575], [2.32472, -2.40065, 5.03943], [0.39312, -1.02780, 5.08085], [4.45009, -2.15634, 1.79421]],
  "s2": 0.773,
  "total_charge": 1,
  "homo_lumo_gap_ev": [7.48, 4.15],
  "multiplicity": 2,
  "homo_energy_ha": [-0.40594, -0.40591]
}


Which structure is the least stable? The one labeled arrangement x.